Density functional theory data (the ωB97M-V functional and the def2-TZVPD basis) for a cluster of 7 separate species, C48H120BF4N6O6 in total.

Last column: Mulliken charge in e.
Positions of all 185 atoms, in Å:
F  1.95  -0.44  0.04  -0.26
F  0.17  -1.02  -1.33  -0.39
F  0.10  -1.63  0.85  -0.35
F  -0.07  0.61  0.27  -0.38
O  1.84  3.20  3.43  -0.32
O  -3.57  -2.38  -4.16  -0.28
O  4.72  -0.66  -4.98  -0.20
O  3.85  -2.05  4.29  -0.35
O  -3.81  -1.29  3.43  -0.39
O  -2.48  1.80  -4.45  -0.21
N  -3.11  3.89  -6.62  0.04
N  -2.59  -4.52  -2.45  0.60
N  5.02  -2.70  1.44  0.59
N  2.74  1.34  -4.12  0.59
N  2.16  5.18  5.56  0.28
N  -4.70  -2.15  6.23  0.11
C  1.12  4.39  3.31  -0.88
C  1.00  4.49  6.25  -0.13
C  3.40  0.81  -2.85  -0.31
C  4.23  0.26  -5.92  -0.85
C  1.19  4.12  7.71  -1.24
C  -4.34  -1.95  -5.28  -0.91
C  -5.39  -2.12  7.57  -0.48
C  -4.72  -5.93  -2.34  -1.23
C  4.28  1.82  -2.11  -1.34
C  -2.56  3.11  -7.81  -0.30
C  -3.22  -3.52  -1.52  -1.24
C  -2.75  -1.37  2.48  -0.71
C  -2.39  -3.03  -4.55  -0.84
C  -4.11  3.13  -5.79  -1.34
C  1.67  0.34  -4.47  -0.84
C  -4.62  -1.41  8.66  -1.13
C  3.39  7.43  5.59  -1.27
C  -3.60  -5.33  -3.21  -0.18
C  -2.22  5.09  -4.53  -1.29
C  -1.68  -3.76  -3.41  -0.72
C  3.87  -4.60  0.16  -1.23
C  2.10  2.67  -3.88  -0.59
C  2.41  6.50  6.29  -0.37
C  -5.61  -2.91  5.25  -0.92
C  5.32  -1.95  0.17  -1.38
C  -3.46  -4.21  7.12  -1.44
C  -2.18  0.50  -3.96  -0.32
C  3.10  -2.54  3.22  -0.67
C  4.89  -4.18  1.22  -0.34
C  1.74  5.51  4.15  -0.79
C  -3.60  2.50  -8.73  -1.18
C  -3.78  5.13  -7.15  -1.00
C  3.66  -2.11  1.85  -0.50
C  1.23  2.08  2.79  -0.31
C  -1.70  -5.46  -1.64  -0.73
C  -3.46  -0.59  4.59  -0.65
C  5.32  -1.83  -5.52  -0.82
C  -3.38  -2.92  6.31  -0.30
C  -1.92  4.35  -5.80  -0.46
C  3.39  -0.81  4.82  -0.73
C  7.50  -2.35  1.98  -1.24
C  1.07  2.73  -2.77  -0.75
C  3.72  1.52  -5.27  -0.62
C  -3.63  1.79  -5.24  -0.26
C  -0.67  -4.79  -0.76  -1.04
C  3.36  4.29  5.69  -0.97
C  6.07  -2.36  2.48  -0.35
C  -4.48  -0.75  5.70  -0.70
B  0.55  -0.61  -0.02  0.42
H  0.06  4.20  3.49  0.52
H  -4.36  -6.56  -1.52  0.34
H  2.56  0.51  -2.22  -0.05
H  -5.33  -6.55  -2.99  0.43
H  3.91  -0.10  -3.13  0.72
H  2.76  6.21  7.28  0.40
H  1.44  6.98  6.41  0.36
H  0.79  3.76  -2.55  0.40
H  -3.08  1.84  -9.42  0.43
H  3.96  -0.59  5.71  0.35
H  2.84  -4.40  0.44  0.30
H  4.00  -5.67  0.04  0.47
H  2.05  -2.23  3.18  0.28
H  -2.48  -0.34  2.20  0.38
H  5.59  -2.45  -4.68  0.25
H  -3.48  1.09  -6.08  0.17
H  -2.59  6.11  -4.63  0.42
H  -2.68  -2.26  6.82  0.48
H  -1.05  -3.12  -2.80  0.28
H  0.79  3.60  5.66  0.13
H  -3.19  -1.85  1.61  0.19
H  2.90  -2.42  1.13  -0.01
H  -1.67  -2.32  -4.96  0.56
H  4.69  1.26  -1.27  0.23
H  8.17  -2.15  2.81  0.42
H  -1.39  5.04  -6.47  0.50
H  -1.33  5.05  -3.90  0.33
H  3.15  3.27  5.39  0.32
H  -1.77  3.72  -8.24  0.53
H  -1.91  -0.21  -4.75  0.17
H  -5.47  -0.38  5.43  0.38
H  1.63  2.97  -4.83  0.64
H  6.21  -1.62  -6.12  0.31
H  3.71  2.65  -1.71  0.33
H  -1.25  -6.08  -2.41  0.40
H  3.69  4.36  6.72  0.42
H  -5.30  -1.53  -4.98  0.27
H  2.88  3.43  -3.78  0.48
H  -5.18  -1.42  9.60  0.44
H  -2.40  -6.14  -1.15  0.46
H  2.96  7.89  4.70  0.35
H  -2.92  4.59  -3.85  0.26
H  0.57  1.57  3.51  0.23
H  5.08  2.18  -2.75  0.38
H  0.15  5.17  6.17  0.40
H  4.50  2.12  -4.80  0.50
H  -5.24  -5.13  -1.84  0.35
H  -4.12  -4.64  -3.86  0.05
H  -4.37  -0.36  8.52  0.32
H  -2.47  -4.68  7.05  0.42
H  -4.16  -4.96  6.77  0.34
H  7.75  -3.34  1.59  0.36
H  1.94  3.34  7.85  0.34
H  1.91  1.32  2.42  -0.27
H  1.41  2.33  -1.82  0.10
H  0.92  0.34  -3.68  -0.08
H  -2.02  2.29  -7.33  0.21
H  -1.09  -4.10  -0.03  0.25
H  -1.08  -4.54  -3.87  0.39
H  -6.54  -2.35  5.26  0.41
H  5.76  -1.41  2.89  0.28
H  2.20  -0.60  -4.57  0.47
H  -1.37  0.55  -3.23  -0.20
H  7.67  -1.57  1.24  0.33
H  -2.58  -3.73  -5.37  0.56
H  -4.93  2.90  -6.46  0.53
H  3.20  2.12  -6.01  0.39
H  0.09  -4.34  -1.39  0.30
H  -3.08  0.18  -3.43  0.47
H  -4.26  1.83  -8.17  0.26
H  5.87  -4.51  0.89  0.43
H  -3.57  -4.04  8.19  0.36
H  2.33  -0.91  5.08  0.35
H  4.02  -4.13  -0.81  0.27
H  4.60  -2.38  -6.14  0.35
H  3.46  0.00  4.08  0.24
H  0.26  3.71  8.10  0.42
H  3.77  8.14  6.31  0.40
H  -4.50  1.31  -4.76  0.53
H  -4.66  4.88  -7.74  0.47
H  -4.12  -3.13  -1.99  0.48
H  3.77  -1.03  1.74  0.47
H  5.69  -0.96  0.42  0.46
H  4.15  4.69  5.05  0.41
H  -4.59  -2.86  -5.83  0.42
H  5.96  -3.09  3.28  0.42
H  5.04  0.57  -6.59  0.53
H  -3.41  0.50  4.43  0.50
H  -4.25  -0.11  6.55  0.36
H  -3.09  -6.07  -3.83  0.48
H  -4.26  3.26  -9.15  0.31
H  -6.35  -1.63  7.42  0.45
H  -5.73  -3.89  5.70  0.48
H  4.66  -4.63  2.18  0.48
H  1.03  6.32  4.26  0.38
H  1.15  4.78  2.28  0.49
H  -1.23  3.52  -5.70  0.54
H  1.15  0.64  -5.38  0.40
H  -3.53  -4.08  -0.63  0.49
H  -3.74  -1.31  -5.93  0.35
H  -2.44  -0.84  4.90  0.39
H  2.63  5.90  3.66  0.50
H  -4.49  3.80  -5.03  0.55
H  -1.79  -1.79  2.80  0.37
H  -3.08  5.66  -7.78  0.37
H  3.13  -3.62  3.28  0.35
H  -4.08  5.74  -6.30  0.45
H  1.48  5.01  8.27  0.35
H  3.47  -0.23  -6.54  0.43
H  -3.11  -3.12  5.28  0.32
H  4.41  -1.93  -0.42  0.53
H  -5.62  -3.14  7.85  0.44
H  0.12  2.31  -3.10  -0.04
H  -3.72  -1.97  8.95  0.29
H  6.11  -2.45  -0.39  0.40
H  -0.14  -5.58  -0.22  0.57
H  -5.15  -2.81  4.28  0.30
H  -2.54  -2.70  -1.30  0.20
H  4.26  6.86  5.25  0.35
H  0.63  2.46  1.96  0.45

As for the largest force on an atom: 1.8 eV Å⁻¹. Its charge is +5. The LUMO energy is -8.319 eV. As for the energy above the lowest of the compared OMol25 structures with the same formula, charge and spin: 0.000 eV.

=====

Density functional theory data (the ωB97M-V functional and the def2-TZVPD basis) for an isolated molecule of C3H5N3O.

Last column: Mulliken charge in e.
Positions of all 12 atoms, in Å:
O  1.95  1.74  -0.94  -0.49
N  0.31  -0.88  -1.14  -0.42
N  -1.04  -0.51  -0.37  -0.31
N  -0.60  -2.41  0.95  -0.54
C  0.74  1.54  -0.27  -0.37
C  0.18  0.18  -0.51  0.60
C  -1.23  -1.33  0.77  0.07
H  0.92  1.69  0.80  0.28
H  -0.96  -2.89  1.77  0.25
H  -0.05  2.25  -0.57  0.25
H  -2.04  -0.94  1.39  0.35
H  1.81  1.56  -1.88  0.33

As for the largest force on an atom: 0.5 eV Å⁻¹. The LUMO energy is 0.668 eV. The SMILES is [H]/N=C/N1N=C1CO. As for the energy above the lowest of the compared OMol25 structures with the same formula, charge and spin: 4.499 eV.

=====

Density functional theory data (the ωB97M-V functional and the def2-TZVPD basis) for an isolated molecule of C6H5N.

Last column: Mulliken charge in e.
Positions of all 12 atoms, in Å:
N  -0.74  0.99  1.30  -0.59
C  -0.20  0.50  -2.20  0.32
C  0.04  -2.26  0.06  0.32
C  0.30  1.24  0.29  -0.26
C  0.24  -1.24  0.67  -0.66
C  0.41  0.08  1.24  -0.25
C  0.04  0.91  -1.10  -0.65
H  -0.42  0.09  -3.16  0.38
H  0.91  2.12  0.48  0.35
H  1.09  0.16  2.08  0.35
H  -1.54  0.55  0.86  0.31
H  -0.14  -3.14  -0.52  0.38

As for the largest force on an atom: 0.5 eV Å⁻¹. The LUMO energy is 1.105 eV. The SMILES is C#C[C@@H]1N[C@@H]1C#C. As for the energy above the lowest of the compared OMol25 structures with the same formula, charge and spin: 3.701 eV.

=====

no.,E_HOMO (eV)
1,-18.70
2,-9.73
3,-9.39